Entry 1:
46
Properties=species:S:1:pos:R:3:forces:R:3 method="wB97M-V/def2-TZVPD" smiles=CN(CCO)C(C)(O)O.O.O.O.O.O.O.O.O multiplicity=1 relative_energy_kj_mol=339.77 total_charge=0 fmax_ev_per_a=2.82 orbital_gap_ha=0.33979
C 0.252007 -0.606031 3.249350 0.3695 1.7110 0.2289
N -0.018302 0.450172 2.243376 1.3928 0.0856 0.1363
C -1.393092 0.580813 1.893487 -1.9255 2.0002 -0.4651
C -2.203519 1.418099 2.935962 0.5287 -1.2268 0.0431
O -3.557143 1.557186 2.543782 0.1880 -0.1045 -0.0230
C 0.916380 0.471030 1.141974 -0.0583 -1.3018 -0.7422
C 0.961891 1.681741 0.160241 -0.2951 -1.4743 1.0772
O 0.553776 -0.575252 0.230671 -0.2906 -0.1478 -0.7694
O 2.199046 0.018140 1.549643 0.3072 0.0330 0.2986
H 1.118618 -0.294405 3.832645 -0.0708 0.0888 0.1616
H -0.612371 -0.513795 3.903028 0.1012 -0.9095 0.1301
H 0.534362 -1.590457 2.892320 -0.7652 -0.3240 -0.3262
H -1.547487 1.264724 1.040791 0.6551 -0.6656 -0.2769
H -1.980265 -0.321195 1.646699 0.5010 -0.1136 0.2390
H -2.171777 0.826970 3.853663 -0.3654 0.5531 0.3028
H -1.745229 2.402445 3.071323 0.1948 -0.1999 0.1473
H -3.548493 2.074308 1.731868 -0.2101 0.0088 -0.0228
H 1.541931 1.228046 -0.645956 -0.0715 0.6604 -0.1665
H 1.404899 2.599288 0.529709 -0.0265 -0.0043 0.1644
H -0.084166 1.790188 -0.123018 0.2743 0.5303 -0.3827
H 0.364186 -1.484020 0.595176 -0.0460 0.6196 0.4169
H 2.782877 0.621308 2.025343 -0.5718 0.4159 -0.0684
O -2.000346 0.510247 -1.665706 -0.1419 0.8257 -0.2051
H -2.477719 -0.178117 -1.202547 0.0799 -0.3305 0.0247
H -1.071429 0.300168 -1.541392 0.0812 -0.2857 0.1747
O -1.561498 3.000748 -2.600529 -0.0470 -0.0570 -0.4459
H -1.922619 2.114169 -2.402275 -0.1877 0.3952 0.3950
H -1.881038 3.658867 -1.987576 -0.3027 -0.1086 0.3014
O 0.346666 -3.123165 0.848525 -0.2248 0.4853 0.8447
H 1.298377 -3.265179 0.942360 0.2761 -0.4840 -0.4349
H -0.037253 -3.702443 0.195180 0.1434 -0.2707 -0.3146
O 0.920354 -0.852558 -4.104034 -0.8136 -0.8291 0.2630
H 1.732213 -0.509896 -3.735179 0.3053 0.6659 -0.6027
H 0.535444 -0.341018 -4.826675 0.6248 0.2815 0.3640
O 1.902910 -1.932900 -1.665042 -0.0553 -0.0294 -0.2786
H 1.650464 -1.389225 -0.889088 -0.4573 0.2704 -0.5655
H 1.273636 -1.764690 -2.384758 0.2750 0.0010 0.2375
O 0.894950 2.741525 -3.436112 -0.2743 0.2972 0.2196
H 1.138539 1.856734 -3.176072 0.1591 -0.3170 0.1115
H 0.026592 2.899435 -2.977473 0.6038 -0.0814 -0.5761
O 3.280762 -2.633783 0.570701 -0.4130 0.0483 0.3837
H 3.058418 -2.420965 -0.351979 0.2641 -0.2110 0.2675
H 2.933781 -1.893233 1.099715 0.3502 0.0095 -0.3451
O -1.450767 -2.098689 -1.364970 -0.3036 -0.4972 0.2009
H -0.509818 -1.997105 -1.544856 -0.0774 -0.1372 -0.1287
H -1.848757 -2.578214 -2.102276 0.3200 0.1241 0.0061

Entry 2:
44
Properties=species:S:1:pos:R:3:forces:R:3 method="wB97M-V/def2-TZVPD" multiplicity=1 relative_energy_kj_mol=5.15 total_charge=-4 fmax_ev_per_a=2.85 orbital_gap_ha=0.25185
Na 0.037171 0.052815 -0.038345 -0.5355 0.1616 0.0662
C -3.669378 -1.838750 2.320568 0.2935 1.8740 -0.4977
F -4.991980 -1.622708 2.492282 -0.3624 -0.6126 -0.1899
F -3.114146 -1.378794 3.448136 0.3948 -0.2497 0.0903
F -3.418730 -3.131871 2.209305 -0.2497 -0.6240 0.2115
S -3.074348 -0.908584 0.798942 0.4496 1.0018 -2.6264
O -1.623807 -1.164867 0.799490 -1.2573 -0.3277 0.5457
O -3.797424 -1.509243 -0.322159 0.3285 -0.6227 1.4113
O -3.438150 0.490281 0.941626 0.0719 -0.7380 1.1744
C -1.952849 3.169589 3.352967 0.1250 -0.5540 -0.1911
F -1.695164 4.499333 3.421105 -0.0724 -0.0115 0.1486
F -2.803097 2.886949 4.360872 -0.1228 0.1854 0.0956
F -2.608399 2.960293 2.217774 0.0054 0.1226 -0.0949
S -0.374741 2.131221 3.486058 0.9169 0.3621 0.4644
O 0.642977 3.170113 3.326905 -0.4608 -0.3388 0.1863
O -0.485334 1.567272 4.828505 -0.0349 0.3787 -0.7372
O -0.422932 1.186170 2.393610 -0.2684 0.2053 0.1161
C 3.163325 0.377195 1.550129 1.1528 -1.0629 -0.0429
F 3.726413 0.407415 0.310107 0.0296 0.3433 0.0153
F 2.795218 1.602092 1.870668 -0.1783 0.2843 -0.0065
F 2.077750 -0.407505 1.411998 0.1003 0.3093 0.3878
S 4.440943 -0.360071 2.765934 -1.1155 -0.8151 0.0823
O 4.472539 -1.746411 2.303394 0.4125 0.8937 0.1777
O 5.659291 0.413956 2.604273 0.0132 0.0332 -0.5250
O 3.807884 -0.162203 4.053730 0.0107 -0.0064 -0.0277
C 2.173992 -1.853361 -2.615292 -1.2700 -1.2773 -0.6575
F 1.779648 -1.138908 -3.678641 0.6385 0.4798 -0.1574
F 3.417242 -1.577388 -2.267389 0.4871 0.4768 -0.1264
F 1.376853 -1.444564 -1.607799 0.1073 -0.4374 0.1292
S 2.044062 -3.697551 -3.115282 0.6510 -1.3367 0.3938
O 0.802181 -3.863495 -3.854710 0.5307 0.4706 0.6381
O 3.239120 -3.923937 -3.947322 -0.5194 0.7670 0.2753
O 2.151757 -4.385230 -1.826117 -0.4213 0.6165 -0.7023
C -1.541360 1.165351 -4.528411 -0.5913 -1.3764 0.7733
F -1.964534 2.427862 -4.420390 0.2512 0.4897 0.0167
F -1.938241 0.728642 -5.733902 -0.0221 0.0425 -0.7046
F -0.208269 1.136388 -4.517347 0.2929 0.3735 -0.0789
S -2.292678 0.059959 -3.205269 -1.3819 0.1998 1.1373
O -1.599158 0.536471 -1.999368 -0.3126 -0.3151 -1.0792
O -3.715431 0.428903 -3.319020 1.3924 0.1277 0.0087
O -2.034434 -1.305416 -3.602494 0.5003 0.6247 -0.2117
O 1.285385 1.872930 -0.913298 0.1880 0.1685 -0.1428
H 1.614488 2.584422 -0.350189 -0.0921 -0.2271 0.1547
H 2.056329 1.565242 -1.405644 -0.0757 -0.0589 0.0995